No. 1
68
Properties=species:S:1:pos:R:3:forces:R:3 method="wB97M-V/def2-TZVPD" e_tot_ev=-491718.761 smiles=C[C@H](Cl)C[C@](Cl)(C#N)[C@](C#N)(c1ccccc1)[C@@H](Br)[C@H](C)Br.ClC(Cl)(Cl)Cl.ClC(Cl)(Cl)Cl.ClC(Cl)(Cl)Cl.ClC(Cl)(Cl)Cl.ClC(Cl)(Cl)Cl.ClC(Cl)(Cl)Cl orbital_gap_ha=0.354
C 3.0602 -2.0545 -0.2307 -0.049 -0.053 0.312
C 1.7745 -2.5620 -0.8764 0.342 0.532 0.203
Cl 1.9581 -2.2470 -2.6459 -0.239 -0.072 0.038
C 0.5521 -1.7790 -0.3204 0.764 -0.433 -0.617
C -0.2002 -2.5799 0.7589 -0.304 -0.240 -0.629
Cl 0.9435 -3.4988 1.8180 -0.039 0.126 0.032
C -0.9279 -3.6470 0.0350 0.016 0.888 0.471
N -1.6073 -4.3309 -0.5770 -0.188 -0.695 -0.373
C -1.2685 -1.7491 1.6108 0.539 -0.414 0.682
C -1.4105 -2.5097 2.8805 -0.212 0.287 -0.363
N -1.6184 -3.0647 3.8594 0.064 -0.099 0.316
C -2.6647 -1.6938 0.9629 -0.544 0.111 -0.176
C -2.8922 -1.2345 -0.3397 0.869 0.032 -0.130
C -4.1639 -1.1716 -0.8805 -0.563 -0.162 0.069
C -5.2707 -1.5985 -0.1527 0.504 0.047 0.278
C -5.0559 -2.0468 1.1381 -0.342 -0.011 0.008
C -3.7860 -2.0787 1.6940 -0.085 -0.044 0.114
C -0.7988 -0.3217 2.0511 -0.303 0.499 -0.790
Br 1.0180 -0.2899 2.7900 -0.187 -0.204 0.198
C -0.9616 0.7911 0.9739 0.449 0.503 0.338
C 0.0714 1.9147 1.0136 -0.800 0.291 -0.729
Br -2.7140 1.6597 1.2197 0.191 -0.214 0.012
H 3.0660 -2.1944 0.8508 -0.175 -0.108 -0.035
H 3.9487 -2.5449 -0.6242 -0.057 0.091 -0.181
H 3.1055 -0.9758 -0.3958 0.257 -0.053 -0.157
H 1.6435 -3.6364 -0.7874 -0.004 -0.001 0.000
H 0.9431 -0.8233 0.0214 -0.240 -0.004 0.269
H -0.0949 -1.6028 -1.1801 -0.307 0.049 0.253
H -2.0572 -0.8962 -0.9770 -0.689 -0.666 1.157
H -4.3506 -0.7937 -1.8767 0.264 -0.014 -0.055
H -6.2702 -1.5733 -0.5653 0.040 0.022 -0.080
H -5.8965 -2.3823 1.7337 0.054 0.026 0.033
H -3.7187 -2.4174 2.7189 0.196 -0.021 -0.073
H -1.4450 -0.0357 2.8769 0.179 -0.094 0.149
H -0.9638 0.4246 -0.0459 -0.200 -0.249 0.087
H 1.0195 1.6067 0.5778 0.111 -0.166 0.358
H -0.3084 2.6940 0.3480 0.054 -0.011 0.007
H 0.1715 2.3762 1.9902 0.171 -0.220 0.088
Cl 1.2494 5.2456 0.8711 0.008 -0.004 -0.009
C 2.8839 4.7424 1.3171 -0.028 0.020 0.058
Cl 2.8290 3.1136 2.0181 0.004 0.254 -0.007
Cl 3.9055 4.7252 -0.1257 -0.023 -0.020 0.016
Cl 3.5369 5.8846 2.4947 -0.059 -0.022 -0.019
Cl -1.6624 1.5885 -5.1819 0.073 0.038 0.294
C -0.9172 0.4030 -4.1051 -0.030 0.158 -0.101
Cl -0.4453 -1.0162 -5.0286 -0.026 0.015 0.013
Cl 0.5042 1.1198 -3.3315 -0.052 -0.012 0.044
Cl -2.0846 -0.0680 -2.8521 0.419 0.523 -1.133
Cl -4.3585 -0.5534 -6.6649 0.042 -0.007 -0.005
C -3.3233 -0.7063 -8.0899 -0.020 0.025 -0.046
Cl -2.2757 -2.1160 -7.9109 -0.011 0.018 -0.031
Cl -4.3296 -0.9109 -9.5281 -0.010 0.016 0.021
Cl -2.3408 0.7549 -8.2670 -0.063 -0.155 -0.215
Cl -5.2510 4.4961 0.6656 -0.010 -0.016 0.008
C -6.4032 3.3370 1.3388 -0.038 0.006 -0.010
Cl -8.0471 3.8208 0.9054 0.027 -0.004 0.009
Cl -6.0673 1.7299 0.6879 -0.113 -0.004 -0.002
Cl -6.2422 3.3021 3.0979 0.010 -0.003 -0.024
Cl 6.6058 2.6953 5.0758 -0.004 0.012 -0.020
C 7.1967 3.4950 3.6149 0.044 -0.035 -0.026
Cl 8.6405 2.6646 3.0332 0.149 0.199 0.138
Cl 5.9505 3.4246 2.3639 0.337 -0.072 0.083
Cl 7.5770 5.1823 3.9782 -0.021 -0.036 -0.022
Cl 7.2498 0.0889 1.4726 -0.101 -0.159 -0.096
C 8.0076 -1.4972 1.6346 -0.025 0.002 -0.003
Cl 8.2933 -1.8378 3.3445 -0.006 0.007 -0.021
Cl 6.9418 -2.7357 0.9569 0.016 0.006 0.013
Cl 9.5465 -1.5056 0.7666 -0.023 -0.002 0.010



No. 2
48
Properties=species:S:1:pos:R:3:forces:R:3 method="wB97M-V/def2-TZVPD" charge=+1 e_tot_ev=-137307.242 orbital_gap_ha=0.157
Sc -0.0532 -0.2816 0.5859 0.717 0.451 0.607
Br -7.1111 1.6054 -0.2812 0.031 -0.004 0.013
C -5.3980 1.0301 0.2386 -0.120 0.072 0.121
C -4.9894 1.1736 1.5693 -0.030 -0.007 -0.096
C -3.7460 0.7318 1.9718 0.102 0.045 0.198
C -2.8695 0.1686 1.0551 -0.099 -0.080 0.052
O -1.6747 -0.2969 1.4726 -0.440 -0.178 -0.135
C -3.2593 0.0554 -0.2984 0.036 -0.061 -0.038
C -2.4282 -0.5457 -1.2959 0.137 -0.072 0.103
N -1.1474 -0.7552 -1.1738 -0.095 -0.091 -0.285
C -0.4171 -1.5245 -2.1296 -0.125 0.067 -0.028
C -0.7487 -1.6741 -3.4474 -0.085 0.058 -0.093
C 0.0064 -2.5115 -4.2934 0.003 -0.001 -0.025
C 1.0816 -3.1971 -3.8096 0.026 -0.020 -0.019
C 1.4658 -3.0431 -2.4568 0.093 -0.026 0.006
C 2.5630 -3.7278 -1.8902 -0.003 -0.003 -0.042
C 2.8866 -3.5357 -0.5749 0.078 -0.081 -0.041
C 2.1329 -2.6329 0.1756 -0.027 0.116 0.041
N 1.0997 -1.9639 -0.3101 -0.264 -0.088 -0.217
C 0.7332 -2.1797 -1.6217 0.033 -0.059 0.078
C -4.5534 0.4658 -0.6785 0.107 -0.030 -0.144
H -5.6604 1.6258 2.2871 0.013 -0.006 0.011
H -3.4272 0.8239 3.0022 -0.048 -0.003 -0.011
H -2.9319 -0.8847 -2.1977 -0.014 0.020 -0.074
H -1.5958 -1.1414 -3.8620 0.024 -0.021 0.007
H -0.2811 -2.6083 -5.3317 0.000 0.007 0.032
H 1.6573 -3.8554 -4.4487 -0.027 0.025 0.026
H 3.1387 -4.4056 -2.5095 -0.010 0.011 0.021
H 3.7147 -4.0528 -0.1119 -0.017 0.011 -0.009
H 2.3932 -2.4466 1.2101 -0.012 0.001 0.034
H -4.8667 0.3559 -1.7099 0.010 -0.010 0.032
N 1.6336 0.1954 2.0210 -0.089 0.030 0.228
C 1.3736 1.5861 2.4610 -0.047 -0.057 -0.030
C 0.2036 2.2110 2.0401 0.408 -0.209 -0.104
C -0.1263 3.4688 2.4985 -0.011 0.064 -0.088
C 0.7302 4.1067 3.3839 0.015 0.111 0.059
C 1.9169 3.5028 3.7785 -0.057 -0.030 -0.050
C 2.2398 2.2291 3.3220 0.048 0.013 0.092
S 0.2118 5.7266 4.0060 -0.023 0.046 0.074
O -1.0540 5.3931 4.6313 0.026 -0.032 -0.026
O 0.1011 6.5010 2.7871 0.016 -0.050 -0.038
O 1.2824 6.0985 4.9021 0.032 -0.015 0.003
H 2.6188 0.1083 1.7881 0.029 -0.016 -0.157
H 1.5063 -0.4079 2.8355 0.082 0.008 0.076
H -0.4946 1.7262 1.3626 -0.368 0.079 -0.131
H -1.0362 3.9719 2.1942 0.031 -0.027 -0.001
H 2.5665 4.0406 4.4589 -0.044 -0.003 -0.019
H 3.1495 1.7351 3.6514 -0.040 0.042 -0.012



No. 3
45
Properties=species:S:1:pos:R:3:forces:R:3 method="wB97M-V/def2-TZVPD" charge=+1 e_tot_ev=-56671.882 orbital_gap_ha=0.176
Cl -6.4714 1.3988 2.7492 0.069 -0.066 -0.008
C -4.9767 0.5689 2.7613 0.553 -0.514 0.004
C -4.9506 -0.8377 2.7426 0.206 0.210 0.024
C -3.7308 -1.5016 2.7657 0.144 0.138 0.073
C -2.4985 -0.7943 2.8133 -0.581 0.240 0.002
C -1.2533 -1.5006 2.8521 0.304 0.228 -0.192
C -0.0192 -0.8660 2.8171 0.005 0.080 -0.006
C 1.2154 -1.5027 2.8267 -0.198 0.252 -0.067
C 2.4588 -0.7941 2.7925 0.463 0.230 -0.018
C 3.6873 -1.5066 2.7759 -0.056 0.176 0.028
C 4.9103 -0.8475 2.7590 -0.238 0.142 0.004
C 4.9410 0.5595 2.7577 -0.534 -0.503 -0.004
Cl 6.4369 1.3869 2.7517 -0.082 -0.087 -0.007
C 3.7450 1.2945 2.7611 -0.431 -0.273 0.005
C 2.5258 0.6280 2.7775 0.387 0.001 0.010
C -2.5619 0.6265 2.8156 -0.373 0.055 -0.002
C -3.7783 1.2994 2.7914 0.402 -0.311 0.006
H -5.8906 -1.3824 2.7180 0.221 0.047 -0.011
H -3.7033 -2.5901 2.7549 -0.100 0.211 -0.001
H -1.2701 -2.5915 2.8666 -0.104 0.154 0.075
H -0.0132 0.2183 2.7489 -0.031 -0.316 0.081
H 1.2411 -2.5944 2.8452 0.064 0.197 0.057
H 3.6501 -2.5955 2.7789 0.127 0.217 0.009
H 5.8471 -1.3982 2.7488 -0.215 0.069 0.007
H 3.7776 2.3813 2.7522 0.019 -0.240 0.005
H 1.6127 1.2208 2.7819 0.335 -0.092 0.009
H -1.6458 1.2146 2.8391 -0.342 -0.086 0.020
H -3.8076 2.3858 2.7971 -0.010 -0.222 0.000
C -1.7835 -2.3576 6.3937 -1.198 -0.053 -0.286
N -2.8864 -2.9883 5.9699 -2.321 1.303 -0.916
N -3.9334 -3.2566 5.5517 3.444 0.334 1.353
C -0.6484 -3.1233 6.7879 1.473 -1.447 0.521
C 0.4826 -2.5419 7.4476 -1.028 -0.061 -0.585
C 1.5754 -3.3104 7.7996 0.231 -0.867 -0.155
C 1.5867 -4.6909 7.5054 -1.746 1.213 -0.587
N 2.7276 -5.4748 7.8172 2.760 -1.861 0.846
O 2.7238 -6.6931 7.5178 -0.136 2.452 0.518
O 3.6973 -4.9110 8.3794 -1.913 -0.999 -1.112
C 0.4765 -5.2904 6.8792 0.617 0.136 0.327
C -0.6227 -4.5266 6.5376 0.175 0.604 0.145
H -1.8290 -1.2702 6.5489 -0.431 -0.698 -0.209
H 0.4609 -1.4725 7.6763 0.079 -0.373 -0.050
H 2.4491 -2.8925 8.2935 -0.264 0.013 -0.089
H 0.5050 -6.3553 6.6707 -0.005 0.176 0.062
H -1.4770 -5.0231 6.0714 0.260 0.193 0.114



No. 4
49
Properties=species:S:1:pos:R:3:forces:R:3 method="wB97M-V/def2-TZVPD" e_tot_ev=-64401.371 relative_energy_kcal_mol=12.6 orbital_gap_ha=0.254
Pt -0.0796 0.2237 0.0912 -1.559 4.377 0.231
Cl -3.6857 6.2021 0.0576 -0.097 0.010 -0.002
C -2.3763 5.0733 0.0561 0.269 0.039 -0.001
C -2.6553 3.7202 0.0546 -0.101 -0.210 -0.004
C -1.6380 2.7621 0.0554 0.079 0.503 0.032
N -1.8519 1.3755 0.0676 1.283 -1.348 -0.053
C -3.0961 0.8516 0.0140 0.056 -0.146 0.043
O -4.1598 1.4595 -0.0312 0.077 0.124 0.007
C -3.1915 -0.6473 0.0113 -0.267 0.018 -0.004
C -4.4624 -1.2166 0.0268 -0.041 0.040 -0.013
C -4.5859 -2.5912 0.0039 0.126 0.058 0.006
C -3.4246 -3.3501 -0.0459 -0.026 0.008 -0.004
C -2.2077 -2.6944 -0.0612 -0.033 -0.195 -0.014
N -2.0856 -1.3688 -0.0258 0.445 -0.329 0.092
C -0.3028 3.1944 0.0570 -0.354 0.340 0.030
C -0.0405 4.5672 0.0568 0.203 -0.116 0.000
C -1.0600 5.4999 0.0570 -0.238 -0.135 0.000
Cl -0.6617 7.1821 0.0603 0.073 0.064 -0.004
N 0.6826 2.1949 0.0748 -0.200 -1.827 0.058
C 1.9988 2.4987 0.0398 0.031 -0.128 0.020
O 2.5048 3.6136 -0.0274 -0.152 0.052 0.004
C 2.9552 1.3414 0.0817 0.204 0.153 -0.025
C 4.3156 1.6227 -0.0198 0.003 0.046 -0.012
C 5.2208 0.5806 -0.0257 -0.141 -0.007 0.015
C 4.7284 -0.7123 0.0879 0.024 0.016 0.025
C 3.3631 -0.8899 0.2112 0.144 -0.123 0.063
N 2.4864 0.1123 0.2046 -0.129 -0.506 -0.026
H -3.6805 3.4053 0.0519 -0.042 0.009 0.007
H -5.3111 -0.5496 0.0498 -0.008 -0.009 0.009
H -5.5590 -3.0635 0.0203 -0.008 0.010 -0.005
H -3.4549 -4.4309 -0.0759 0.003 0.008 0.000
H -1.2925 -3.2690 -0.1111 -0.066 0.045 -0.016
H 0.9741 4.9141 0.0545 0.042 0.028 0.008
H 4.6083 2.6590 -0.0968 0.019 -0.004 -0.028
H 6.2827 0.7666 -0.1156 0.002 0.007 -0.004
H 5.3867 -1.5705 0.0824 -0.010 0.002 0.030
H 2.9623 -1.8883 0.3279 0.042 0.081 -0.060
C 0.9238 -3.2712 1.7822 0.020 0.014 -0.016
C 0.9713 -3.0100 0.3196 -0.111 0.069 -0.005
N 0.6294 -1.8917 -0.2797 0.341 -0.797 -0.527
C 0.7985 -2.0892 -1.6368 0.079 -0.295 0.173
C 1.2500 -3.3516 -1.8527 -0.038 0.135 -0.149
N 1.3522 -3.9247 -0.6059 0.043 -0.043 0.050
H 0.5777 -2.3713 2.2856 0.007 0.003 0.005
H 1.9085 -3.5376 2.1696 0.000 0.020 0.019
H 0.2375 -4.0882 2.0105 -0.013 0.014 0.018
H 0.5778 -1.3066 -2.3410 0.022 -0.030 -0.054
H 1.4975 -3.8778 -2.7575 0.011 -0.025 0.037
H 1.6693 -4.8586 -0.4136 -0.011 -0.022 0.038



no.,LUMO energy (eV)
1,-0.09
2,-5.43
3,-5.98
4,-0.28